Entry 1:
Here is C24H48O48S12 as an isolated structure at a distorted geometry from OMol25. Energies are from ωB97M-V/def2-TZVPD.

Cartesian coordinates (Å):
C1 0.586 -2.869 -3.755
C2 -0.382 -3.528 -2.735
O1 -0.421 -4.800 -3.336
S1 -0.650 -4.711 -4.976
O2 -2.014 -4.435 -5.324
O3 0.084 -5.791 -5.636
O4 0.210 -3.253 -5.052
H1 1.622 -3.098 -3.507
H2 0.455 -1.787 -3.779
H3 -1.365 -3.057 -2.695
H4 -0.073 -3.527 -1.689
C3 4.734 1.920 2.445
C4 5.421 1.653 3.814
O5 4.889 2.604 4.707
S2 3.325 3.042 4.320
O6 3.189 4.508 4.283
O7 2.354 2.179 5.038
O8 3.494 2.439 2.727
H5 4.766 1.020 1.831
H6 5.263 2.708 1.909
H7 6.479 1.447 3.979
H8 5.076 0.678 4.159
C5 3.595 1.589 -1.039
C6 2.111 1.909 -1.468
O9 1.619 0.751 -2.045
S3 2.848 -0.187 -2.701
O10 2.721 -0.178 -4.110
O11 2.951 -1.485 -2.066
O12 4.071 0.796 -2.126
H9 3.424 0.974 -0.155
H10 4.306 2.413 -0.980
H11 2.077 2.698 -2.219
H12 1.393 2.130 -0.678
C7 0.311 -0.798 6.899
C8 0.910 -2.091 6.312
O13 1.248 -2.787 7.484
S4 0.064 -2.759 8.594
O14 0.572 -2.933 9.955
O15 -1.107 -3.576 8.150
O16 -0.187 -1.116 8.248
H13 -0.502 -0.367 6.316
H14 1.167 -0.168 7.137
H15 1.861 -1.931 5.804
H16 0.207 -2.620 5.668
C9 8.528 -0.485 0.628
C10 7.453 -0.303 -0.440
O17 6.402 -1.139 -0.151
S5 6.585 -1.889 1.330
O18 7.012 -3.282 1.147
O19 5.466 -1.730 2.228
O20 7.882 -0.996 1.718
H17 9.142 0.370 0.911
H18 9.287 -1.180 0.268
H19 7.707 -0.611 -1.454
H20 6.998 0.688 -0.470
C11 -2.147 4.497 -3.842
C12 -2.028 5.897 -3.372
O21 -1.456 5.811 -2.062
S6 -0.939 4.319 -1.579
O22 -1.983 3.683 -0.761
O23 0.473 4.418 -1.060
O24 -1.017 3.883 -3.205
H21 -1.954 4.238 -4.883
H22 -3.104 4.029 -3.612
H23 -3.000 6.350 -3.176
H24 -1.189 6.406 -3.847
C13 3.884 -5.408 2.140
C14 3.438 -4.260 1.448
O25 2.126 -4.604 1.077
S7 1.448 -5.344 2.398
O26 0.541 -6.372 2.002
O27 0.848 -4.267 3.208
O28 2.869 -5.963 2.883
H25 4.817 -5.305 2.693
H26 4.206 -6.208 1.473
H27 3.888 -4.076 0.472
H28 3.396 -3.336 2.024
C15 -3.705 -5.338 0.894
C16 -2.773 -4.197 1.042
O29 -3.537 -2.997 0.838
S8 -5.065 -3.363 0.254
O30 -4.942 -3.528 -1.250
O31 -6.181 -2.655 0.848
O32 -4.983 -4.818 0.990
H29 -3.512 -5.870 1.825
H30 -3.771 -5.971 0.009
H31 -1.899 -4.273 0.396
H32 -2.360 -4.205 2.051
C17 -1.254 0.653 -0.676
C18 -1.696 -0.786 -0.467
O33 -0.599 -1.528 0.055
S9 0.254 -0.497 1.049
O34 1.710 -0.476 0.769
O35 -0.091 -0.484 2.438
O36 -0.423 0.858 0.543
H33 -2.134 1.292 -0.749
H34 -0.700 0.713 -1.612
H35 -1.889 -1.298 -1.410
H36 -2.562 -0.910 0.183
C19 -0.151 0.717 -6.089
C20 -0.781 -0.350 -7.048
O37 -1.969 -0.644 -6.418
S10 -2.201 -0.166 -4.846
O38 -2.212 -1.385 -4.003
O39 -3.262 0.841 -4.580
O40 -0.671 0.462 -4.809
H37 -0.498 1.722 -6.331
H38 0.936 0.651 -6.043
H39 -0.025 -1.123 -7.188
H40 -0.993 0.116 -8.010
C21 -5.000 5.580 -0.060
C22 -5.894 6.753 0.397
O41 -5.351 7.983 -0.054
S11 -3.890 7.619 -0.789
O42 -2.764 7.617 0.104
O43 -3.729 8.386 -2.011
O44 -4.374 6.093 -1.178
H41 -5.513 4.679 -0.396
H42 -4.338 5.416 0.789
H43 -5.954 6.613 1.476
H44 -6.940 6.654 0.105
C23 -6.580 1.110 0.028
C24 -5.221 1.076 -0.626
O45 -4.257 1.088 0.463
S12 -4.848 1.572 1.893
O46 -4.343 2.938 2.164
O47 -4.811 0.509 2.888
O48 -6.329 1.776 1.279
H45 -6.771 0.037 0.049
H46 -7.350 1.630 -0.542
H47 -5.006 2.012 -1.140
H48 -5.078 0.259 -1.333

Properties
relative energy (zero: lowest compared OMol25 entry of this formula, charge and spin) = 8.246 eV
E_LUMO = -0.0073 Ha
E_HOMO = -0.3892 Ha
frontier orbital gap = 10.392 eV

Atom charges from the Löwdin analysis, given in e for atoms 1 to 5: C -0.208; C -0.167; O -0.199; S 0.745; O -0.226

***

Entry 2:
Here is a 6-piece molecular cluster, C24H48O6 overall at a distorted geometry from OMol25. Energies are from ωB97M-V/def2-TZVPD.

Cartesian coordinates (Å):
C1 2.928 -24.525 46.626
C2 2.623 -25.277 47.829
C3 2.391 -24.200 48.893
O1 1.652 -23.158 48.215
C4 1.809 -23.298 46.776
H1 2.546 -25.119 45.712
H2 3.876 -24.167 46.533
H3 3.131 -26.019 48.231
H4 1.498 -25.666 47.948
H5 3.420 -23.945 49.193
H6 1.928 -24.813 49.661
H7 2.125 -22.334 46.247
H8 0.975 -23.473 46.305
C5 -0.467 -30.852 47.494
C6 -0.800 -29.644 48.431
C7 0.620 -29.219 48.694
O2 1.306 -30.434 48.804
C8 0.961 -31.283 47.766
H9 -0.628 -30.814 46.367
H10 -1.005 -31.675 47.841
H11 -1.204 -30.037 49.348
H12 -1.196 -28.948 47.941
H13 0.805 -28.694 49.828
H14 1.084 -28.748 47.932
H15 1.119 -32.333 47.986
H16 1.482 -30.809 47.025
C9 -1.180 -32.707 43.347
C10 -1.922 -33.836 44.224
C11 -3.219 -33.042 44.665
O3 -3.263 -32.006 43.709
C12 -1.992 -31.471 43.554
H17 -1.222 -32.920 42.200
H18 -0.336 -32.604 43.674
H19 -1.408 -34.088 45.281
H20 -2.046 -34.750 43.689
H21 -3.044 -32.649 45.680
H22 -4.086 -33.652 44.478
H23 -1.820 -30.819 44.373
H24 -1.830 -31.008 42.723
C13 1.063 -28.723 43.144
C14 0.789 -27.942 44.422
C15 2.165 -27.997 45.036
O4 2.532 -29.394 44.835
C16 2.127 -29.784 43.509
H25 1.491 -28.103 42.450
H26 0.031 -29.138 42.750
H27 -0.109 -28.517 44.841
H28 0.380 -27.010 44.082
H29 2.279 -27.590 46.044
H30 2.789 -27.168 44.339
H31 1.571 -30.493 43.747
H32 2.796 -29.879 42.713
C17 6.455 -27.957 40.983
C18 7.240 -27.050 40.141
C19 6.280 -26.528 39.041
O5 5.038 -27.192 39.208
C20 4.992 -27.632 40.621
H33 6.663 -27.608 42.041
H34 6.504 -28.812 40.609
H35 8.150 -27.592 39.807
H36 7.528 -26.355 40.913
H37 6.481 -26.777 37.982
H38 6.134 -25.387 38.931
H39 4.329 -28.260 40.751
H40 4.601 -26.833 41.328
C21 5.211 -29.477 47.184
C22 5.736 -28.461 46.161
C23 7.217 -28.988 45.899
O6 7.534 -29.502 47.031
C24 6.393 -30.202 47.717
H41 4.505 -30.044 46.498
H42 4.447 -29.013 47.929
H43 5.760 -27.465 46.685
H44 5.246 -28.352 45.240
H45 7.757 -28.152 45.537
H46 7.323 -29.662 45.003
H47 6.750 -30.140 48.623
H48 6.608 -31.375 47.524

Properties
relative energy (zero: lowest compared OMol25 entry of this formula, charge and spin) = 13.843 eV
SMILES = C1CCOC1.C1CCOC1.C1CCOC1.C1CCOC1.C1CCOC1.C1CCOC1
E_LUMO = 0.0183 Ha
E_HOMO = -0.3418 Ha
frontier orbital gap = 9.797 eV

Atom charges from the Löwdin analysis, given in e for atoms 1 to 5: C -0.120; C -0.240; C -0.209; O -0.128; C -0.114

***

Entry 3:
Here is a 3-piece molecular cluster, C24H49BBrN2O4 overall from OMol25. Energies are from ωB97M-V/def2-TZVPD.

Cartesian coordinates (Å):
C1 1.493 2.288 -5.244
B1 1.523 3.825 -5.577
O1 0.464 4.640 -5.262
C2 2.764 4.500 -6.240
Br1 2.499 6.248 -6.912
C3 4.123 4.301 -5.650
C4 4.254 4.947 -4.244
C5 4.636 3.928 -3.151
C6 3.587 3.727 -2.049
O2 2.283 3.997 -2.559
H1 0.774 1.769 -5.888
H2 1.192 2.113 -4.206
H3 2.461 1.800 -5.377
H4 -0.187 4.196 -4.709
H5 4.277 3.222 -5.540
H6 4.899 4.656 -6.333
H7 3.317 5.443 -3.995
H8 5.016 5.728 -4.286
H9 5.570 4.240 -2.676
H10 4.837 2.953 -3.602
H11 3.632 2.688 -1.718
H12 3.792 4.365 -1.181
H13 1.654 3.449 -2.072
C7 -1.049 0.217 0.037
C8 -0.020 -0.220 -1.013
C9 0.180 -1.741 -0.960
C10 0.910 -2.213 0.288
C11 2.238 -1.481 0.450
C12 2.094 0.048 0.443
N1 1.323 0.435 -0.796
O3 2.045 0.505 -1.854
C13 1.417 0.530 1.727
C14 3.468 0.702 0.375
C15 -0.513 0.180 -2.400
H14 -2.028 0.322 -0.432
H15 -1.209 -0.523 0.827
H16 -0.802 1.178 0.488
H17 0.738 -2.052 -1.852
H18 -0.810 -2.201 -1.007
H19 0.270 -2.081 1.163
H20 1.098 -3.287 0.209
H21 2.723 -1.764 1.389
H22 2.915 -1.765 -0.364
H23 1.209 1.601 1.675
H24 2.106 0.356 2.555
H25 0.491 0.015 1.956
H26 4.045 0.349 -0.476
H27 4.006 0.464 1.294
H28 3.374 1.787 0.307
H29 -0.613 1.265 -2.476
H30 -1.498 -0.267 -2.541
H31 0.153 -0.162 -3.189
C16 -5.440 -2.531 3.905
C17 -4.387 -2.653 2.780
C18 -3.976 -4.124 2.593
C19 -3.075 -4.641 3.710
C20 -1.880 -3.711 3.893
C21 -2.300 -2.245 4.095
N2 -3.220 -1.761 3.030
O4 -2.482 -1.704 1.823
C22 -2.902 -2.066 5.497
C23 -1.050 -1.369 4.051
C24 -5.051 -2.173 1.488
H32 -6.444 -2.512 3.474
H33 -5.411 -3.360 4.615
H34 -5.295 -1.599 4.450
H35 -3.439 -4.202 1.644
H36 -4.879 -4.741 2.511
H37 -3.635 -4.736 4.648
H38 -2.725 -5.648 3.463
H39 -1.268 -4.033 4.744
H40 -1.253 -3.760 2.998
H41 -3.275 -1.045 5.608
H42 -2.123 -2.236 6.246
H43 -3.716 -2.754 5.714
H44 -0.530 -1.520 3.111
H45 -0.389 -1.624 4.887
H46 -1.330 -0.315 4.126
H47 -5.322 -1.119 1.580
H48 -5.959 -2.761 1.309
H49 -4.364 -2.278 0.654

Properties
charge = -1
relative energy (zero: lowest compared OMol25 entry of this formula, charge and spin) = 0.845 eV
E_LUMO (alpha / beta) = 0.0796 / 0.0473 Ha
E_HOMO (alpha / beta) = -0.0886 / -0.0885 Ha
frontier orbital gap (alpha / beta) = 4.576 / 3.697 eV
multiplicity = 3

Atom charges from the Löwdin analysis, given in e for atoms 1 to 5: C 0.002; B -0.644; O 0.096; C -0.512; Br 0.763

***

Entry 4:
Here is C24H49CdClN2O7P2 as an isolated structure at a distorted geometry from OMol25. Energies are from ωB97M-V/def2-TZVPD.

Cartesian coordinates (Å):
Cd1 1.756 0.000 0.580
C1 -3.305 4.531 -1.074
C2 -2.715 3.649 -2.166
C3 -3.751 2.693 -2.737
O1 -1.564 2.963 -1.678
P1 -1.433 1.713 -0.710
O2 -0.153 1.820 -0.004
C4 -1.530 0.214 -1.753
P2 -1.480 -1.185 -0.555
O3 -0.753 -0.877 0.677
O4 -2.980 -1.557 -0.225
C5 -3.879 -2.189 -1.152
C6 -3.922 -3.679 -0.856
C7 -5.242 -1.527 -0.993
O5 -0.983 -2.451 -1.375
C8 0.342 -2.545 -1.944
C9 1.091 -3.656 -1.229
C10 0.173 -2.820 -3.433
O6 -2.737 1.689 0.195
C11 -2.673 1.443 1.619
C12 -2.345 2.733 2.352
C13 -4.029 0.877 2.007
H1 -4.047 5.205 -1.495
H2 -2.516 5.119 -0.615
H3 -3.771 3.914 -0.313
H4 -2.308 4.280 -2.967
H5 -4.096 2.022 -1.954
H6 -3.325 2.114 -3.553
H7 -4.598 3.257 -3.118
H8 -0.640 0.197 -2.380
H9 -2.419 0.172 -2.374
H10 -3.505 -2.035 -2.171
H11 -4.259 -3.845 0.163
H12 -2.926 -4.098 -0.965
H13 -4.598 -4.178 -1.545
H14 -5.627 -1.708 0.006
H15 -5.940 -1.935 -1.720
H16 -5.165 -0.453 -1.139
H17 0.883 -1.599 -1.790
H18 0.441 -4.519 -1.112
H19 1.428 -3.293 -0.257
H20 1.964 -3.942 -1.809
H21 -0.300 -3.786 -3.585
H22 1.147 -2.822 -3.911
H23 -0.446 -2.054 -3.896
H24 -1.886 0.710 1.804
H25 -3.118 3.479 2.178
H26 -1.391 3.119 2.004
H27 -2.278 2.536 3.418
H28 -4.814 1.578 1.734
H29 -4.064 0.703 3.078
H30 -4.191 -0.062 1.486
C14 1.816 5.065 0.879
C15 2.795 3.897 0.807
O7 2.192 2.678 1.197
H31 2.304 5.984 0.570
H32 1.438 5.193 1.891
H33 0.968 4.886 0.219
H34 3.638 4.055 1.486
H35 3.195 3.818 -0.215
H36 1.361 2.606 0.697
Cl1 6.673 2.094 -0.207
C16 5.609 0.712 -0.171
C17 6.084 -0.526 0.338
C18 5.269 -1.590 0.312
C19 3.847 -1.514 -0.169
N1 3.501 -0.233 -0.821
C20 4.385 0.774 -0.762
H37 7.103 -0.606 0.691
H38 5.625 -2.568 0.599
H39 3.717 -2.286 -0.957
H40 4.078 1.690 -1.256
C21 4.008 -1.391 2.991
C22 3.046 -2.266 2.160
C23 3.561 -3.720 2.152
C24 1.680 -2.276 2.874
N2 2.785 -1.815 0.811
H41 3.912 -1.642 4.045
H42 3.762 -0.334 2.842
H43 5.039 -1.550 2.686
H44 3.681 -4.081 3.170
H45 4.520 -3.794 1.649
H46 2.856 -4.357 1.625
H47 1.740 -2.810 3.821
H48 0.943 -2.759 2.236
H49 1.347 -1.248 3.061

Properties
relative energy (zero: lowest compared OMol25 entry of this formula, charge and spin) = 0.450 eV
E_LUMO = 0.0063 Ha
E_HOMO = -0.2039 Ha
frontier orbital gap = 5.719 eV

Atom charges from the natural (NBO) analysis, given in e for atoms 1 to 5: Cd 1.523; C -0.635; C 0.118; C -0.644; O -0.819

***

Entry 5:
Here is C24H49ClP2Tl as an isolated structure at a distorted geometry from OMol25. Energies are from ωB97M-V/def2-TZVPD.

Cartesian coordinates (Å):
Tl1 -0.543 0.234 0.541
Cl1 -0.536 2.622 -0.309
P1 -1.856 0.963 2.483
C1 -3.270 1.941 1.984
C2 -2.351 -0.613 3.297
C3 -0.695 1.937 3.357
C4 -3.845 1.705 0.582
H1 -2.819 2.958 2.000
C5 -4.297 1.803 3.087
H2 -4.750 0.821 3.129
H3 -5.066 2.542 2.875
H4 -3.862 2.037 4.060
H5 -3.160 2.031 -0.222
H6 -4.783 2.305 0.492
H7 -4.087 0.640 0.386
H8 -0.677 2.862 2.743
C6 0.767 1.441 3.464
C7 -1.281 2.260 4.712
H9 -2.151 2.917 4.633
H10 -0.512 2.785 5.288
H11 -1.574 1.380 5.292
H12 1.209 1.018 2.546
H13 0.901 0.712 4.273
H14 1.375 2.336 3.686
C8 -3.231 -1.402 2.306
H15 -2.918 -0.203 4.157
C9 -1.078 -1.360 3.732
H16 -4.238 -0.955 2.203
H17 -3.357 -2.413 2.734
H18 -2.758 -1.506 1.297
H19 -0.390 -1.554 2.878
H20 -1.406 -2.320 4.130
H21 -0.544 -0.817 4.522
H22 0.412 -2.237 1.236
H23 0.183 -2.487 -0.367
P2 1.323 0.946 -2.444
C10 2.337 2.538 -2.568
C11 2.524 -0.352 -3.282
C12 0.061 1.251 -3.741
C13 2.921 2.891 -1.192
H24 1.584 3.329 -2.785
C14 3.400 2.646 -3.649
H25 4.232 1.967 -3.510
H26 3.830 3.657 -3.693
H27 2.995 2.454 -4.638
H28 2.103 3.032 -0.470
H29 3.537 3.820 -1.215
H30 3.532 2.069 -0.790
H31 -0.389 2.202 -3.382
C15 -1.095 0.220 -3.709
C16 0.484 1.511 -5.189
H32 1.020 2.461 -5.299
H33 -0.377 1.563 -5.886
H34 1.143 0.739 -5.597
H35 -1.236 -0.175 -2.691
H36 -0.953 -0.628 -4.406
H37 -2.056 0.721 -3.962
C17 3.635 -0.539 -2.243
H38 2.939 -0.039 -4.254
C18 1.700 -1.642 -3.439
H39 4.424 0.234 -2.291
H40 4.135 -1.514 -2.371
H41 3.204 -0.539 -1.217
H42 1.102 -1.825 -2.529
H43 2.358 -2.504 -3.584
H44 1.019 -1.616 -4.288
C19 1.378 -5.973 0.743
C20 0.160 -5.579 1.301
C21 -0.236 -4.251 1.084
C22 0.571 -3.135 0.498
C23 1.859 -3.705 -0.023
C24 2.226 -5.029 0.058
H45 1.712 -7.002 0.856
H46 -0.451 -6.296 1.908
H47 -1.163 -3.900 1.636
H48 2.492 -2.998 -0.585
H49 3.205 -5.392 -0.364

Properties
charge = -1
relative energy (zero: lowest compared OMol25 entry of this formula, charge and spin) = 2.045 eV
E_LUMO = 0.0817 Ha
E_HOMO = -0.0413 Ha
frontier orbital gap = 3.347 eV

Atom charges from the Löwdin analysis, given in e for atoms 1 to 5: Tl 0.373; Cl -0.125; P 0.763; C -0.553; C -0.527

***

Computed DFT total energy (eV) in order:
-253950.542 -37936.327 -107570.131 -78663.442 -61474.451